Record 1
Formula: C40H46OsP2Si
Source: the OMol25 dataset
Level of theory: ωB97M-V/def2-TZVPD

Values from the calculation:
Charge: +2
LUMO (spin up / spin down), eV: -6.4330 / -8.9825
<S²>: 6.024
Multiplicity: 5
ΔE to the lowest compared entry with this formula, charge and spin, eV: 0.000

Last column: Löwdin spin population.
Element x y z (Å)
1 Os -1.41018 -0.46061 1.17376  2.295
2 C 4.35424 -0.59142 -4.21300  0.000
3 C 4.79156 -0.45074 -2.95595  0.000
4 C 5.49371 0.70637 -2.29481  0.000
5 C 5.41351 2.07976 -2.99727  0.000
6 C 3.99752 2.57431 -3.16981  0.000
7 C 3.12250 2.29034 -4.14186  0.000
8 C 3.27022 1.41166 -5.35639  0.000
9 C 4.42982 0.39117 -5.35683  0.000
10 C -3.25917 0.41030 1.72596  0.133
11 H 3.84739 -1.52760 -4.44778  0.000
12 H 4.62186 -1.29590 -2.28753  0.000
13 H 6.55351 0.44503 -2.14735  0.000
14 H 5.07783 0.81055 -1.28288  0.000
15 H 5.95878 2.79943 -2.37517  0.000
16 H 5.94380 2.04399 -3.95065  0.000
17 H 3.64172 3.22818 -2.37336  0.000
18 H 2.14064 2.75826 -4.06037  0.000
19 H 3.35845 2.04867 -6.25058  0.000
20 H 2.32639 0.86289 -5.48394  0.000
21 H 4.37517 -0.16811 -6.29838  0.000
22 H 5.38804 0.91356 -5.37286  0.000
23 H -4.09898 -0.09227 1.23662  0.012
24 H -3.28839 1.47515 1.45990  0.026
25 H -3.38832 0.33006 2.81307  0.042
26 P 0.57934 -1.36240 0.56410  0.098
27 P -0.66988 1.41483 0.13054  0.101
28 C 1.60270 -0.06142 -0.22131  0.006
29 C 1.06720 1.15383 -0.38809  0.029
30 C 1.70123 -2.04012 1.83500  0.027
31 C 3.09768 -1.96014 1.72840  0.003
32 C 3.90632 -2.45454 2.74906  0.003
33 C 3.32715 -3.03407 3.88131  0.002
34 C 1.93914 -3.11947 3.99045  0.001
35 C 1.12661 -2.62340 2.97077  0.017
36 C 0.54504 -2.64957 -0.72924  0.014
37 C -0.37851 -2.54233 -1.77972  0.012
38 C -0.50908 -3.57119 -2.70998  0.001
39 C 0.27185 -4.72274 -2.59547  0.005
40 C 1.18329 -4.84091 -1.54515  0.002
41 C 1.32076 -3.81147 -0.61523  0.002
42 C -0.60254 2.99697 1.02765  0.009
43 C -0.22757 3.03278 2.37767  0.007
44 C -0.28316 4.22828 3.09260  0.001
45 C -0.72385 5.39657 2.46969  0.003
46 C -1.11176 5.36484 1.12861  0.001
47 C -1.05467 4.17267 0.41033  0.002
48 C -1.45380 1.84680 -1.46522  0.023
49 C -2.82885 1.61146 -1.59464  0.010
50 C -3.47208 1.86342 -2.80610  0.000
51 C -2.74679 2.35383 -3.89270  0.005
52 C -1.37616 2.59443 -3.76766  0.003
53 C -0.72998 2.34153 -2.55945  0.005
54 H 2.61517 -0.29342 -0.55092  0.000
55 H 1.62007 1.96655 -0.85906  0.002
56 H 3.54978 -1.52366 0.84151  0.000
57 H 4.98754 -2.39114 2.66224  0.000
58 H 3.96015 -3.42221 4.67447  0.000
59 H 1.48800 -3.57588 4.86696  0.000
60 H 0.04321 -2.68592 3.03452  0.012
61 H -0.99919 -1.65386 -1.86291  0.004
62 H -1.22318 -3.47451 -3.52328  0.000
63 H 0.16852 -5.52568 -3.31994  0.000
64 H 1.78892 -5.73766 -1.44782  0.000
65 H 2.03122 -3.90903 0.20013  0.000
66 H 0.10164 2.12140 2.87043  0.003
67 H 0.01547 4.24644 4.13708  0.000
68 H -0.76825 6.32769 3.02733  0.000
69 H -1.46263 6.27027 0.64150  0.000
70 H -1.36079 4.15142 -0.63145  0.000
71 H -3.37782 1.23859 -0.73245  0.002
72 H -4.53959 1.68411 -2.89831  0.000
73 H -3.24842 2.55489 -4.83527  0.000
74 H -0.81216 2.98063 -4.61220  0.000
75 H 0.33396 2.53927 -2.46012  0.000
76 C -5.65380 -0.23715 5.40429  0.020
77 Si -5.22863 -1.73241 4.33697  0.086
78 C -4.69316 -3.13212 5.44469  0.033
79 C -6.71774 -2.21087 3.35137  0.003
80 C -3.87298 -1.26476 3.22389  0.663
81 C -2.90107 -0.94742 2.41483  0.263
82 H -6.48541 -0.48910 6.09636  0.003
83 H -5.96983 0.61142 4.75849  0.000
84 H -4.77349 0.08184 6.00436  0.000
85 H -5.52387 -3.39601 6.13041  0.005
86 H -4.43682 -4.00244 4.81144  0.000
87 H -3.80657 -2.83097 6.04094  0.000
88 H -7.01631 -1.35433 2.71050  0.000
89 H -6.45005 -3.08333 2.72480  0.000
90 H -7.54314 -2.47215 4.04546  0.000

---

Record 2
Formula: C40H47FN8O5S
Source: the OMol25 dataset
Level of theory: ωB97M-V/def2-TZVPD

Values from the calculation:
Structure (SMILES): CN(COCOCCO)S(=O)(=O)F.c1ccncc1.c1ccncc1.c1ccncc1.c1ccncc1.c1ccncc1.c1ccncc1.c1ccncc1
Charge: 0
LUMO, eV: -0.0826
Multiplicity: 1

Last column: Löwdin charge in e.
Element x y z (Å)
1 C 0.36387 1.22182 0.58828  -0.055
2 N 0.64108 1.22448 -0.86888  -0.232
3 C 0.15832 2.42690 -1.56718  -0.237
4 O -0.90233 3.02557 -0.87542  -0.095
5 C -2.13800 2.44736 -1.28678  -0.263
6 O -3.22823 3.27997 -1.05619  -0.098
7 C -4.21650 2.59881 -0.27468  -0.158
8 C -4.81689 1.36446 -1.00195  -0.227
9 O -5.95406 0.84458 -0.32568  -0.060
10 S 0.13050 -0.18937 -1.62741  0.731
11 O -1.18766 -0.11713 -2.27657  -0.269
12 O 0.04860 -1.21841 -0.56918  -0.294
13 F 1.18723 -0.75675 -2.71911  -0.180
14 H -0.63972 0.83502 0.81796  0.075
15 H 0.56022 2.20781 1.02787  0.114
16 H 1.08371 0.52156 1.04907  0.097
17 H 0.97844 3.16858 -1.55726  0.145
18 H -0.06834 2.25085 -2.63433  0.141
19 H -2.23137 1.46992 -0.76704  0.110
20 H -2.11326 2.22533 -2.37438  0.143
21 H -3.71434 2.26883 0.65588  0.129
22 H -5.02790 3.31635 -0.07191  0.138
23 H -5.00108 1.57939 -2.06929  0.132
24 H -4.04585 0.56369 -0.97697  0.090
25 H -5.78900 -0.09140 -0.23868  0.025
26 C 5.07926 1.37307 -0.82108  -0.081
27 C 6.26536 0.66407 -0.92024  -0.078
28 C 6.22681 -0.60443 -1.47565  -0.154
29 N 5.11065 -1.18934 -1.91805  0.065
30 C 3.97622 -0.48896 -1.80921  -0.140
31 C 3.90526 0.79061 -1.27541  -0.067
32 H 5.06934 2.36940 -0.39518  0.103
33 H 7.19995 1.08631 -0.57596  0.100
34 H 7.13015 -1.19541 -1.57784  0.102
35 H 3.10069 -0.98703 -2.17182  0.075
36 H 2.96398 1.31370 -1.21452  0.070
37 C -1.39862 -4.78930 -4.73177  -0.083
38 C -0.89480 -3.65685 -4.11239  -0.067
39 C 0.28757 -3.11740 -4.59310  -0.148
40 N 0.97592 -3.62664 -5.62051  0.060
41 C 0.47230 -4.72090 -6.20264  -0.148
42 C -0.70383 -5.33488 -5.79965  -0.076
43 H -2.32100 -5.24073 -4.38655  0.104
44 H -1.40752 -3.20144 -3.27503  0.097
45 H 0.71227 -2.23035 -4.13951  0.075
46 H 1.05120 -5.11378 -7.03132  0.066
47 H -1.06626 -6.21795 -6.30929  0.095
48 C -2.29125 5.14313 1.26404  -0.074
49 C -2.19602 6.43039 0.76118  -0.062
50 C -2.62075 7.47973 1.56008  -0.158
51 N -3.12179 7.32492 2.78981  0.049
52 C -3.20576 6.07466 3.25331  -0.160
53 C -2.80606 4.95727 2.53763  -0.068
54 H -1.96971 4.30070 0.67414  0.074
55 H -1.80098 6.61568 -0.22876  0.104
56 H -2.56301 8.50471 1.21066  0.100
57 H -3.61775 5.97885 4.25197  0.099
58 H -2.89628 3.96743 2.96589  0.099
59 C -3.03723 -1.17691 2.67997  -0.057
60 C -2.47450 -1.28732 1.41718  -0.061
61 C -3.31401 -1.52061 0.33904  -0.147
62 N -4.64255 -1.65034 0.44396  0.039
63 C -5.16343 -1.54461 1.67179  -0.149
64 C -4.41202 -1.30895 2.81209  -0.058
65 H -2.40830 -0.98859 3.54903  0.064
66 H -1.40807 -1.18847 1.27018  0.074
67 H -2.91701 -1.60777 -0.66711  0.100
68 H -6.24108 -1.65677 1.72782  0.111
69 H -4.89061 -1.22944 3.77929  0.101
70 C 0.53698 -0.01643 7.36032  -0.086
71 C 1.09026 -0.14115 6.09695  -0.072
72 C 0.24017 -0.38517 5.03210  -0.137
73 N -1.08568 -0.51205 5.15097  0.040
74 C -1.59646 -0.39012 6.38005  -0.143
75 C -0.83505 -0.14195 7.50987  -0.070
76 H 1.16773 0.17683 8.21940  0.107
77 H 2.15629 -0.04971 5.94132  0.103
78 H 0.62597 -0.48715 4.02350  0.102
79 H -2.67360 -0.49949 6.44679  0.105
80 H -1.30327 -0.04976 8.48058  0.103
81 C 3.73514 3.73750 8.49011  -0.081
82 C 4.28510 3.60880 7.22498  -0.075
83 C 3.43201 3.36370 6.16093  -0.158
84 N 2.10686 3.23974 6.28174  0.058
85 C 1.59888 3.36616 7.51149  -0.166
86 C 2.36288 3.61497 8.64037  -0.075
87 H 4.36745 3.93073 9.34789  0.106
88 H 5.35150 3.69710 7.06696  0.101
89 H 3.81599 3.25872 5.15221  0.101
90 H 0.52183 3.25870 7.57979  0.103
91 H 1.89598 3.70978 9.61156  0.102
92 C 3.74332 -8.12738 -9.58365  -0.081
93 C 2.67745 -8.42278 -8.74938  -0.072
94 C 1.77066 -7.41568 -8.46306  -0.153
95 N 1.86303 -6.17096 -8.94157  0.046
96 C 2.90003 -5.90934 -9.74263  -0.143
97 C 3.85999 -6.84444 -10.09364  -0.073
98 H 4.47391 -8.88704 -9.83287  0.105
99 H 2.55236 -9.41200 -8.33025  0.102
100 H 0.91927 -7.60057 -7.81679  0.099
101 H 2.95127 -4.89217 -10.11424  0.106
102 H 4.67757 -6.57509 -10.74843  0.101